[1]
18
Properties=species:S:1:pos:R:3:forces:R:3:nbo_charge:R:1 method="wB97M-V/def2-TZVPD" e_lumo_ha="-0.1505 / -0.1505" gap_ev="7.87 / 7.88" total_charge=+1
C 0.1204 1.4402 0.8244 1.289 -1.460 -1.518 0.5695
C -0.5198 -0.2810 -2.3273 -1.562 0.541 -0.565 -0.7130
C 0.9952 0.7821 1.8088 -2.654 2.791 3.484 -0.6438
C 0.4129 -0.2699 -1.2043 0.752 -1.182 2.868 -0.2282
N -0.5828 2.3754 0.6681 -0.040 0.369 -0.031 -0.5407
N -0.1384 -1.5487 -0.2877 -1.764 -0.455 -2.046 -0.7699
S 0.0388 -0.4342 2.7770 -0.379 -0.361 0.388 -0.0124
H -0.7760 -1.2645 -2.7653 0.256 0.026 0.322 0.2120
H -0.0621 0.2510 -3.1545 -0.312 0.500 -0.107 0.2584
H -1.5044 0.1696 -1.9964 0.899 -0.197 -0.753 0.2090
H 1.3018 1.5920 2.5945 -0.012 -1.362 -1.738 0.2977
H 1.7445 0.1743 1.4875 2.392 -0.841 -1.497 0.2648
H 1.4848 -0.5419 -1.4693 -1.313 0.249 0.517 0.1944
H -0.9727 2.7674 -0.1729 -0.352 0.024 -0.111 0.4468
H 0.3603 -1.6749 0.5782 -0.210 0.119 0.496 0.4198
H 0.0024 -2.4572 -0.8291 -0.373 1.336 0.705 0.4180
H -1.2423 -1.4499 -0.1269 3.290 -0.186 -0.173 0.4476
H -0.6627 0.3700 3.5953 0.093 0.087 -0.240 0.1700

[2]
18
Properties=species:S:1:pos:R:3:forces:R:3:nbo_charge:R:1 method="wB97M-V/def2-TZVPD" e_lumo_ha=-0.1758 gap_ev=8.13 total_charge=+1
C -0.5691 -0.6584 -0.4498 -1.649 -4.906 -1.147 0.7473
C 1.2217 0.6585 -1.4310 -0.321 2.284 0.583 -0.5979
C 1.1923 0.0085 1.1833 -1.593 -0.878 -2.708 -0.5243
C 0.3817 0.3587 -0.2035 0.111 0.002 2.096 -0.3902
N -3.0493 0.7290 1.0852 0.348 -2.351 0.586 -1.0041
N -1.2385 -1.6309 -0.6575 6.867 4.761 1.780 -0.4777
S -3.5475 -0.6303 0.0710 -3.484 4.574 -0.530 0.1982
H 1.2068 -0.1887 -2.0222 0.766 -1.724 -1.339 0.2279
H 0.6576 1.4009 -1.9811 0.092 0.282 -0.374 0.2390
H 2.2274 1.0984 -1.2563 -0.709 -0.681 0.235 0.2617
H 2.1318 -0.4510 0.8349 -0.552 -0.111 0.959 0.2482
H 0.4490 -0.4830 1.8101 0.799 -0.751 0.194 0.2329
H 1.2593 0.9623 1.5781 1.018 1.783 0.937 0.2330
H -0.3062 1.1437 0.1366 0.254 0.504 -0.280 0.2935
H -3.6255 0.8694 1.8841 -0.789 -0.631 0.600 0.3900
H -2.0754 -1.8121 -1.0624 -2.881 -1.084 -1.648 0.4538
H -2.8487 1.6506 0.8263 0.373 1.080 -1.994 0.3921
H -3.0087 -1.4937 0.7843 1.351 -2.154 2.051 0.0768

[3]
18
Properties=species:S:1:pos:R:3:forces:R:3:nbo_charge:R:1 method="wB97M-V/def2-TZVPD" e_lumo_ha="0.1629 / 0.1537" gap_ev="2.87 / 6.87" s_squared=0.754 total_charge=-1 multiplicity=2
C -0.8335 1.0555 -0.8850 -1.177 -1.282 1.703 -0.3084
C -0.1133 1.5624 0.3720 0.905 -0.041 -1.344 -0.4689
C 0.9229 0.4415 0.5785 0.105 -0.687 2.958 -0.2305
N -0.1449 -2.1884 -0.2322 0.297 -0.477 -1.617 -1.0060
C -0.1981 -1.8092 1.0280 -1.564 -2.308 1.333 0.0257
N 0.3015 -0.6369 1.5014 2.249 3.711 -0.046 -0.6860
N 0.0834 1.2454 -2.0871 -3.283 -0.637 -0.188 -0.8498
H -0.8578 -0.1192 -0.7529 -0.626 2.029 0.015 0.2564
H -1.9456 1.4474 -0.9676 2.195 -0.502 -0.309 0.1510
H -0.7175 1.6427 1.2371 -0.903 -0.288 0.847 0.1972
H 0.3369 2.5790 0.2864 -0.020 -0.593 -0.549 0.1715
H 1.2255 0.0173 -0.4015 -0.015 0.204 0.980 0.2158
H 1.8062 0.8385 1.1537 -0.459 -0.386 -0.811 0.1628
H 0.7567 -1.9547 -0.7065 -0.296 -0.097 0.399 0.2485
H -0.5840 -2.4559 1.8847 0.380 0.467 -1.061 0.0821
H 0.4425 -0.5226 2.5119 0.015 -0.052 -1.123 0.3562
H -0.1678 0.3235 -2.4877 1.170 0.246 -0.407 0.3462
H -0.6433 1.7626 -2.5935 1.028 0.693 -0.781 0.3362

[4]
18
Properties=species:S:1:pos:R:3:forces:R:3:nbo_charge:R:1 method="wB97M-V/def2-TZVPD" e_lumo_ha="0.1553 / 0.1576" gap_ev="2.83 / 8.08" s_squared=0.751 total_charge=-1 multiplicity=2
C -2.0042 -0.6453 -0.3223 1.529 1.590 1.556 -0.4457
C -0.7845 -0.8826 0.6601 -1.236 0.166 -1.070 -0.5562
C 0.4560 -0.0701 0.3670 2.403 -2.549 -1.390 0.0870
C 1.5225 -0.7091 -0.2528 -0.480 2.458 0.724 -0.4331
N 2.7055 0.0627 -0.5818 -0.107 0.921 -0.397 -0.9317
N 0.6448 1.2402 0.7607 -1.785 0.649 0.799 -0.8560
N -2.3784 0.8201 -0.3601 -0.068 -1.105 -0.004 -0.8812
H -1.7201 -1.0163 -1.2861 0.085 -0.294 -0.645 0.1600
H -2.7781 -1.2590 0.1163 -0.712 0.101 -0.185 0.1668
H -0.6486 -1.9951 0.6242 0.695 0.787 -0.200 0.2058
H -1.1469 -0.7148 1.6692 -0.036 0.409 0.314 0.1948
H 1.3992 -1.5458 -0.8602 -0.603 -1.715 -0.168 0.1684
H 2.6230 0.4929 -1.5189 -0.360 0.027 0.412 0.3231
H 3.5625 -0.4548 -0.6787 -0.073 -0.696 0.401 0.3479
H -0.1369 1.6605 1.2775 0.844 -0.327 -0.117 0.3706
H 1.5856 1.5245 0.9968 -0.047 -0.114 -0.143 0.3965
H -1.5890 1.3655 -0.7075 0.052 -0.341 0.048 0.3498
H -3.0936 0.9238 -1.0762 -0.099 0.032 0.065 0.3332

[5]
18
Properties=species:S:1:pos:R:3:forces:R:3:nbo_charge:R:1 method="wB97M-V/def2-TZVPD" e_lumo_ha=0.0424 gap_ev=8.71
C 0.0870 -1.8094 -0.2375 -0.092 3.544 -0.557 0.1118
C -0.1072 0.5491 -1.7992 1.632 -1.480 -2.652 -0.6551
C -0.9233 0.9327 0.8237 1.253 2.417 1.604 -0.4495
C 0.6823 0.0051 -0.6741 1.299 -2.886 0.615 -0.0043
N -1.1346 -1.9972 -0.0057 -0.622 -1.430 0.709 -0.6898
N 1.4430 0.6143 1.5047 -0.435 0.499 1.223 -0.6958
N 0.4968 0.8522 0.4397 1.169 -0.295 1.260 -0.3258
H 0.9665 -2.4169 -0.1157 0.186 -0.836 0.236 0.1473
H 0.2158 1.4409 -2.4125 0.330 -0.899 1.096 0.2209
H -1.0873 0.7182 -1.5184 -2.054 0.057 0.322 0.2134
H -0.0308 -0.3667 -2.4146 -0.824 0.798 -0.824 0.2171
H -1.0089 1.1848 1.9061 0.348 0.108 -0.709 0.1982
H -1.3419 1.7733 0.2687 -0.487 -0.297 0.116 0.2031
H -1.4209 0.0251 0.7293 -1.020 -1.410 -0.664 0.2256
H 1.7791 -0.2975 -0.9898 -2.041 1.202 1.099 0.2153
H -1.5155 -2.9194 0.4274 1.483 1.506 -1.098 0.3509
H 1.9412 1.5490 1.6949 -1.410 -2.098 0.183 0.3688
H 0.9587 0.1623 2.3730 1.286 1.500 -1.959 0.3482

[6]
19
Properties=species:S:1:pos:R:3:forces:R:3:nbo_charge:R:1 method="wB97M-V/def2-TZVPD" e_lumo_ha="0.0141 / 0.0319" gap_ev="6.06 / 7.37"
C 0.3043 1.7708 -0.2651 0.308 0.279 0.350 0.0053
C -2.2791 0.6647 0.2348 -0.026 0.342 -0.086 -0.5838
N -0.2084 -0.2590 -0.5567 -1.361 -0.014 0.875 -0.3855
N -1.4361 -0.4666 0.2551 1.748 -0.116 -0.864 -0.4195
C 0.8948 -1.1002 -0.2542 -0.088 -0.415 -0.046 0.3262
N 1.2378 -1.0206 1.0903 -0.049 0.012 -0.039 -0.8431
C 1.4789 -1.8655 -1.1827 -0.048 0.180 0.170 -0.5314
O 0.3060 1.8548 1.1022 -0.145 -0.070 -0.310 -0.7340
H -0.6430 1.9071 1.3244 -0.037 -0.015 0.009 0.4989
H -0.4614 -0.2959 -1.5362 -0.068 -0.099 0.062 0.3938
H -1.0944 -0.7161 1.1768 -0.040 0.062 -0.012 0.3740
H 1.2262 -0.0811 1.4732 -0.015 -0.037 -0.059 0.4096
H 2.0488 -1.5583 1.3511 -0.018 0.039 -0.040 0.3881
H 1.3128 1.6846 -0.6570 -0.088 -0.046 -0.035 0.1596
H -0.3701 2.4175 -0.8056 -0.088 -0.102 0.004 0.1843
H -2.9470 0.6887 1.0961 0.076 -0.104 -0.097 0.1819
H -2.8027 0.7663 -0.7164 -0.055 0.041 0.093 0.1615
H 2.3774 -2.4217 -0.9601 0.057 0.044 0.014 0.2066
H 1.0552 -1.9696 -2.1699 -0.065 0.018 0.012 0.2074

[7]
19
Properties=species:S:1:pos:R:3:forces:R:3:nbo_charge:R:1 method="wB97M-V/def2-TZVPD" e_lumo_ha=0.0329 gap_ev=9.37
C 1.8336 -0.3217 -1.3055 -0.714 0.807 2.272 -0.6256
C 0.4258 0.1164 -0.7568 -0.846 0.183 0.761 -0.0549
C 0.2237 1.6462 -0.3070 1.976 0.688 -0.535 -0.2049
N -1.0867 2.1584 -0.1256 1.421 2.976 -3.085 -0.8463
N 0.1585 -0.6785 0.4977 1.826 -0.949 0.152 -0.6455
C -1.0374 -1.1713 0.8928 -0.681 -1.017 0.616 0.7888
N -1.1970 -2.1676 1.9302 1.133 2.782 -3.676 -0.8587
O -2.0298 -0.7701 0.3360 -1.406 0.220 -0.160 -0.6704
H 2.0217 0.0630 -2.2706 0.228 1.070 -0.912 0.2218
H 2.5989 0.0537 -0.5503 -0.580 -0.772 -1.149 0.2061
H 1.8649 -1.3946 -1.4918 0.026 -0.145 0.676 0.2203
H -0.3551 -0.1237 -1.5108 0.336 0.085 0.608 0.2172
H 0.7805 1.8230 0.7003 -0.338 -0.525 -1.829 0.1766
H 0.6227 2.3527 -1.1205 0.207 -1.195 1.213 0.1878
H -1.4858 2.6812 -0.9298 0.397 -1.055 1.120 0.3661
H -1.7074 1.6884 0.3932 -2.686 -2.271 2.020 0.3757
H 0.9921 -1.0988 0.8949 -0.222 0.125 -0.029 0.3807
H -0.5374 -2.6067 2.4545 2.558 -0.986 1.338 0.3750
H -2.0859 -2.2499 2.2690 -2.635 -0.021 0.600 0.3903

[8]
19
Properties=species:S:1:pos:R:3:forces:R:3:nbo_charge:R:1 method="wB97M-V/def2-TZVPD" e_lumo_ha=0.0337 gap_ev=8.99
N -0.8518 1.2490 3.2821 -0.086 -0.133 0.044 -0.8180
C -0.1481 1.0539 2.0907 -0.200 0.486 0.547 -0.0048
C -0.3159 1.8211 1.0173 -0.054 -0.371 -0.352 -0.1373
N 0.2850 1.4854 -0.2374 0.285 0.113 0.066 -0.8685
H -1.3307 2.1314 3.3658 0.006 0.015 -0.030 0.3714
H -0.3890 0.9883 4.1360 0.115 -0.005 -0.062 0.3738
H 0.5365 0.2174 2.1260 0.011 -0.063 -0.309 0.1916
H -1.0071 2.6625 1.0598 0.013 0.036 0.090 0.1565
H 0.7874 2.2722 -0.6295 -0.015 0.008 0.006 0.3593
H -0.3947 1.1990 -0.9324 -0.103 0.068 0.038 0.3767
N 0.6913 -2.8499 -1.4136 0.106 0.023 -0.077 -0.8348
C 0.2736 -1.4682 -1.2478 -0.236 -0.096 0.241 -0.3497
C 0.2472 -0.7765 -2.5842 0.025 0.131 -0.084 0.4461
O -0.5705 0.0528 -2.8982 0.075 -0.001 0.086 -0.5380
H 0.8433 -3.2948 -0.5208 -0.020 -0.079 -0.037 0.3668
H 0.0367 -3.4014 -1.9521 -0.094 0.017 0.136 0.3580
H 0.9812 -0.9647 -0.5869 0.189 0.148 -0.259 0.2474
H -0.6985 -1.2866 -0.7680 -0.068 -0.229 -0.126 0.1887
H 1.0242 -1.0909 -3.3069 0.052 -0.068 0.080 0.1148

[9]
19
Properties=species:S:1:pos:R:3:forces:R:3:nbo_charge:R:1 method="wB97M-V/def2-TZVPD" e_lumo_ha="-0.1418 / -0.3121" gap_ev="9.52 / 4.84" s_squared=0.760 total_charge=+1 multiplicity=2
C -1.5993 0.5401 -0.2699 1.504 -0.518 -1.333 0.1117
C -2.8769 0.7625 0.1216 -2.008 -0.237 2.080 0.1587
N -3.0737 1.6421 1.2398 -0.609 -2.596 0.863 -0.7975
N -1.1901 -0.2700 -1.3546 -0.294 1.066 1.179 -0.6719
H -0.7969 0.9823 0.3251 -0.170 0.983 -0.463 0.2263
H -3.7956 0.2334 -0.2114 1.025 -0.032 -0.273 0.2320
H -3.7074 1.1692 1.9861 1.043 0.955 -1.899 0.4130
H -3.5480 2.4815 0.9787 0.024 1.107 -0.134 0.4179
H -0.7199 -1.1236 -0.9966 -0.361 -0.719 -0.612 0.4706
H -0.5153 0.2271 -1.9503 0.106 -0.241 0.622 0.4037
C 2.1142 -1.4250 -1.1228 -1.455 -1.013 1.274 0.5139
N 2.7853 -0.5233 -0.3806 0.983 0.125 -0.495 -0.5935
C 2.5388 -0.3305 1.0609 -1.171 1.358 -0.564 -0.4238
O 1.1032 -2.0281 -0.6807 1.245 1.086 -0.904 -0.6847
H 2.5194 -1.6639 -2.1255 -0.121 0.442 0.282 0.1568
H 3.5016 0.0398 -0.8672 -0.486 -0.766 0.717 0.4144
H 1.4417 -0.4035 1.1723 0.532 -0.098 0.269 0.2039
H 2.8123 0.7156 1.3159 0.008 -0.768 -0.093 0.2178
H 3.0068 -1.0257 1.7591 0.204 -0.131 -0.518 0.2307

[10]
19
Properties=species:S:1:pos:R:3:forces:R:3:nbo_charge:R:1 method="wB97M-V/def2-TZVPD" e_lumo_ha="-0.3650 / -0.3650" gap_ev="8.83 / 8.83" total_charge=+2
C -1.8257 -0.5897 0.1056 4.760 0.033 -2.622 0.5470
C -0.0667 1.3682 -0.6938 -2.207 0.195 0.631 -0.2178
C 0.3927 -0.0442 -0.6260 -3.080 -0.225 0.230 0.0820
C 2.6771 -0.2009 0.3106 3.090 0.720 -1.550 -0.4812
N -2.0040 0.6388 0.3383 -3.528 3.393 1.546 -0.3202
N -2.5769 -1.6204 -0.0550 -1.638 0.752 0.872 -0.7508
N 1.2410 -0.4015 0.5147 -0.556 -1.388 0.199 -0.5599
O -0.9852 1.5452 0.4459 2.018 0.105 0.002 -0.3205
H 0.6459 2.1212 -0.4994 1.378 0.704 0.398 0.2748
H -0.6557 1.7870 -1.5389 0.718 -1.286 -0.226 0.2835
H 0.5444 -0.5638 -1.5597 0.292 -0.438 0.093 0.2699
H 2.9438 0.8081 -0.1218 -0.858 -1.135 -0.362 0.2636
H 3.1571 -0.0102 1.2812 -0.103 -1.185 -0.034 0.2810
H 3.0986 -1.0771 -0.3409 -0.574 1.836 1.487 0.2753
H -2.8385 1.3261 0.6195 1.311 -2.699 -0.770 0.4931
H -2.3833 -2.5144 -0.5483 -0.219 1.061 0.658 0.4919
H -3.5065 -1.2965 0.2936 0.071 -1.873 -0.653 0.4492
H 0.9612 0.1630 1.3175 -0.353 -0.154 0.275 0.4607
H 1.1807 -1.4388 0.7567 -0.522 1.584 -0.175 0.4785

[11]
20
Properties=species:S:1:pos:R:3:forces:R:3:nbo_charge:R:1 method="wB97M-V/def2-TZVPD" e_lumo_ha=0.0306 gap_ev=10.43
C -1.9377 -1.6156 0.4651 0.453 2.572 1.728 -0.4989
N -1.4046 -0.9186 -0.7082 1.270 -1.455 -0.873 -0.5406
C -0.3737 -1.4737 -1.2625 -0.444 -0.488 -1.628 0.5820
N 0.1852 -1.0517 -2.5149 1.124 1.180 0.432 -0.8926
N 0.3578 -2.5797 -0.8208 -2.026 -0.882 1.594 -0.8319
H -1.1407 -2.2248 0.9752 -1.575 -0.661 -0.654 0.1978
H -3.0491 -1.8269 0.3416 1.771 -0.666 0.164 0.2351
H -1.9194 -0.7997 1.2452 -0.592 -0.527 -0.479 0.2130
H -0.3914 -0.8420 -3.3171 -0.804 -0.108 0.581 0.3937
H 0.7271 -0.2031 -2.3419 0.064 -0.253 -0.200 0.3844
H -0.2907 -3.1959 -0.3108 0.821 0.375 0.183 0.3748
H 0.8875 -3.1844 -1.4283 0.031 0.895 -0.752 0.4054
C 1.2865 2.3148 2.3977 2.395 0.239 0.326 -0.7308
C 0.7777 1.9995 1.0171 -0.385 -0.324 0.499 0.7983
O 0.7318 2.7528 0.0837 -0.046 -0.160 0.047 -0.5889
O 0.3789 0.7214 1.0249 -0.813 -0.936 -0.427 -0.7236
H 0.6652 3.0122 2.9299 -0.291 0.656 -0.195 0.2404
H 2.3347 2.7591 2.2532 -1.534 -0.411 0.433 0.2353
H 1.3677 1.4550 3.0908 -0.011 0.196 -0.846 0.2321
H -0.2047 0.4005 0.2868 0.593 0.758 0.068 0.5150

[12]
20
Properties=species:S:1:pos:R:3:forces:R:3:nbo_charge:R:1 method="wB97M-V/def2-TZVPD" e_lumo_ha=0.0226 gap_ev=9.36
H 0.6967 0.4028 2.4846 -0.213 0.053 -0.004 0.3662
N 0.6202 -0.5529 2.1508 0.280 -0.053 -0.746 -0.7192
C 0.4730 -0.7147 0.9093 -1.590 0.462 0.419 0.4383
C 0.3715 -2.0486 0.2292 0.172 0.160 -0.117 -0.6912
N -0.4920 0.4999 0.0084 1.139 -0.145 0.247 -0.2380
C -1.5125 0.0659 -0.9608 0.087 -0.212 0.175 -0.4143
N -1.0277 1.5139 0.8530 0.101 -0.289 -0.135 -0.6646
C 0.9926 0.9760 -0.5900 0.496 -0.945 0.973 0.7005
O 1.3670 2.1023 -0.2687 -0.353 -0.059 -0.060 -0.7227
O 1.0754 0.5044 -1.8961 -0.243 0.098 0.029 -0.7451
H 0.5933 -1.9716 -0.8332 -0.009 -0.009 0.019 0.2392
H 1.0835 -2.7273 0.6983 -0.049 0.077 -0.011 0.2518
H -0.6353 -2.4495 0.3609 0.033 0.073 0.002 0.2379
H -1.9005 0.9267 -1.5053 0.105 0.014 0.144 0.2266
H -1.0816 -0.6336 -1.6702 0.047 -0.002 0.043 0.2211
H -2.3265 -0.4113 -0.4158 -0.045 0.039 -0.019 0.2060
H -0.3163 2.2457 0.9041 0.085 -0.032 -0.095 0.3955
H -1.1494 1.1137 1.7827 0.026 0.006 -0.112 0.3582
H 1.5203 0.0228 0.1146 0.047 0.773 -0.838 0.0524
H 1.6484 1.1352 -2.3558 -0.115 -0.008 0.086 0.5015